Record 1
{"formula": "C47H57F6N5O2SbTi", "method": "ωB97M-V/def2-TZVPD", "elements": ["Ti", "C", "C", "C", "C", "C", "C", "C", "C", "C", "C", "C", "C", "N", "C", "C", "N", "C", "C", "C", "C", "C", "C", "C", "C", "C", "C", "C", "C", "C", "C", "C", "C", "C", "C", "C", "C", "C", "C", "H", "H", "H", "H", "H", "H", "H", "H", "H", "H", "H", "H", "H", "H", "H", "H", "H", "H", "H", "H", "H", "H", "H", "H", "H", "H", "H", "H", "H", "H", "H", "H", "H", "H", "H", "H", "H", "H", "H", "H", "F", "Sb", "F", "F", "F", "F", "F", "O", "C", "N", "C", "O", "C", "C", "C", "C", "N", "C", "H", "H", "H", "H", "H", "H", "H", "H", "C", "C", "C", "C", "N", "H", "H", "H", "H", "H", "H", "H", "H", "H"], "positions_angstrom": [[-12.773, -8.571, -11.918], [-16.470, -10.280, -11.597], [-16.442, -10.809, -13.048], [-15.444, -11.865, -13.321], [-16.443, -9.686, -14.050], [-17.597, -9.461, -14.788], [-17.765, -8.459, -15.664], [-16.770, -7.583, -15.986], [-15.558, -7.677, -15.230], [-14.596, -6.553, -15.605], [-13.780, -6.864, -16.848], [-13.753, -6.086, -14.380], [-15.380, -8.789, -14.371], [-14.014, -9.052, -13.969], [-13.375, -9.721, -14.863], [-11.941, -9.950, -14.686], [-11.398, -9.740, -13.552], [-10.025, -10.057, -13.420], [-8.986, -9.110, -13.713], [-7.665, -9.556, -13.675], [-7.381, -10.864, -13.472], [-8.394, -11.777, -13.104], [-9.754, -11.385, -13.081], [-10.725, -12.501, -12.659], [-10.987, -12.582, -11.158], [-11.982, -12.834, -13.541], [-9.263, -7.708, -14.125], [-9.429, -7.557, -15.605], [-8.178, -6.801, -13.577], [-11.487, -10.647, -15.921], [-10.264, -11.046, -16.470], [-10.194, -11.662, -17.724], [-11.272, -11.884, -18.525], [-12.525, -11.533, -17.980], [-13.852, -11.762, -18.546], [-14.990, -11.391, -17.914], [-14.999, -10.599, -16.735], [-13.765, -10.350, -16.181], [-12.599, -10.871, -16.769], [-15.499, -10.302, -11.060], [-17.127, -10.873, -11.056], [-16.905, -9.280, -11.503], [-17.389, -11.238, -13.215], [-14.414, -11.638, -13.060], [-15.465, -12.186, -14.335], [-15.664, -12.847, -12.808], [-18.418, -10.131, -14.718], [-18.809, -8.381, -16.160], [-16.990, -6.629, -16.500], [-15.218, -5.649, -15.847], [-13.066, -7.683, -16.620], [-13.262, -5.952, -17.144], [-14.347, -7.164, -17.740], [-12.848, -6.663, -14.211], [-14.414, -6.139, -13.549], [-13.479, -5.045, -14.496], [-6.862, -8.813, -13.775], [-6.332, -11.216, -13.476], [-8.224, -12.800, -12.855], [-10.165, -13.434, -12.847], [-11.809, -11.949, -10.799], [-10.033, -12.352, -10.670], [-11.185, -13.674, -10.836], [-12.638, -12.013, -13.774], [-12.549, -13.640, -13.026], [-11.804, -13.286, -14.513], [-10.156, -7.318, -13.585], [-8.647, -8.082, -16.084], [-9.429, -6.480, -15.890], [-10.452, -7.925, -15.853], [-7.252, -6.774, -14.245], [-7.924, -6.980, -12.543], [-8.410, -5.720, -13.668], [-9.406, -10.693, -15.914], [-9.208, -11.957, -18.052], [-11.222, -12.321, -19.535], [-13.930, -12.312, -19.470], [-15.968, -11.540, -18.415], [-15.925, -10.197, -16.322], [-13.349, -10.464, -11.819], [-14.074, -13.734, -9.715], [-13.785, -14.748, -11.468], [-12.515, -14.486, -8.922], [-14.398, -7.910, -11.568], [-14.565, -13.020, -7.813], [-15.090, -15.308, -9.272], [-6.393, -8.722, -9.033], [-6.676, -9.857, -9.916], [-8.070, -10.212, -9.998], [-8.781, -10.443, -8.890], [-8.245, -10.579, -7.775], [-10.215, -10.284, -8.915], [-11.051, -10.907, -8.013], [-12.421, -10.762, -8.174], [-12.935, -9.906, -9.061], [-12.153, -9.255, -9.966], [-10.856, -9.356, -9.827], [-6.698, -9.062, -8.201], [-6.038, -10.677, -9.650], [-6.392, -9.545, -10.892], [-8.403, -10.188, -10.934], [-10.781, -11.701, -7.323], [-13.054, -11.228, -7.474], [-14.010, -9.721, -9.195], [-10.209, -8.762, -10.452], [-10.107, -5.846, -10.592], [-11.539, -5.900, -11.140], [-11.644, -4.749, -12.191], [-12.595, -5.608, -10.042], [-11.772, -7.178, -11.717], [-9.902, -4.835, -10.220], [-9.413, -6.078, -11.322], [-9.855, -6.492, -9.707], [-11.341, -3.843, -11.744], [-12.696, -4.733, -12.491], [-10.956, -5.023, -13.029], [-12.576, -4.608, -9.661], [-12.539, -6.288, -9.168], [-13.584, -5.695, -10.520]], "lowdin_charge": [0.973, -0.032, -0.345, -0.068, -0.120, -0.084, -0.128, -0.043, -0.117, -0.358, -0.056, -0.070, -0.123, 0.166, -0.144, -0.164, 0.156, -0.150, -0.137, -0.077, -0.093, -0.022, -0.120, -0.308, -0.070, -0.034, -0.408, -0.042, -0.100, -0.054, 0.021, -0.068, -0.012, -0.135, -0.013, -0.060, 0.030, -0.062, -0.093, 0.059, 0.047, 0.084, 0.106, 0.034, 0.066, 0.104, 0.109, 0.136, 0.120, 0.135, 0.072, 0.077, 0.082, 0.052, 0.068, 0.071, 0.115, 0.114, 0.105, 0.121, 0.035, 0.068, 0.098, 0.026, 0.075, 0.074, 0.109, 0.070, 0.098, 0.080, 0.098, 0.071, 0.083, 0.105, 0.106, 0.125, 0.105, 0.119, 0.095, -0.451, 1.453, -0.604, -0.486, -0.371, -0.630, -0.502, -0.041, -0.195, 0.126, -0.447, 0.052, -0.107, 0.037, -0.062, -0.089, -0.021, -0.059, 0.044, 0.120, 0.103, 0.100, 0.141, 0.086, 0.135, 0.098, -0.058, -0.695, -0.043, -0.049, -0.140, 0.080, 0.013, 0.092, 0.057, 0.058, 0.086, 0.060, 0.085, 0.072], "homo_energy_ev": -5.76, "homo_lumo_gap_ev": 6.494, "charge": -1, "energy_ev": -107175.72513}



Record 2
{"formula": "C33H40N3OP2SSbSe4Ti", "method": "ωB97M-V/def2-TZVPD", "elements": ["Ti", "N", "C", "O", "C", "C", "H", "H", "H", "H", "H", "H", "C", "C", "P", "C", "C", "C", "C", "C", "C", "C", "C", "C", "C", "C", "C", "C", "P", "C", "C", "C", "C", "C", "C", "C", "C", "C", "C", "C", "C", "H", "H", "H", "H", "H", "H", "H", "H", "H", "H", "H", "H", "H", "H", "H", "H", "H", "H", "H", "H", "H", "H", "H", "H", "H", "H", "C", "N", "C", "S", "N", "C", "H", "H", "H", "H", "H", "H", "H", "H", "Se", "Sb", "Se", "Se", "Se"], "positions_angstrom": [[0.080, -1.873, 0.740], [-2.608, -4.808, 0.428], [-1.972, -3.804, 0.985], [-1.871, -2.684, 0.407], [-1.365, -3.981, 2.347], [-0.393, -2.840, 2.620], [-2.855, -4.756, -0.551], [-2.509, -5.735, 0.820], [-0.863, -4.950, 2.352], [-2.181, -4.042, 3.075], [-0.876, -2.092, 3.269], [0.496, -3.184, 3.141], [-1.994, 1.724, 0.851], [-1.885, 2.012, -0.654], [-0.156, 2.200, -1.293], [-0.475, 2.544, -3.067], [-1.709, 2.437, -3.700], [-1.823, 2.657, -5.069], [-0.707, 2.989, -5.822], [0.531, 3.099, -5.199], [0.644, 2.870, -3.837], [0.262, 3.897, -0.709], [-0.605, 4.984, -0.809], [-0.218, 6.241, -0.367], [1.048, 6.431, 0.173], [1.926, 5.360, 0.266], [1.530, 4.101, -0.169], [-1.194, 0.482, 1.303], [0.544, 1.111, 1.673], [1.722, -0.335, 1.759], [2.169, -0.912, 2.943], [3.256, -1.786, 2.937], [3.917, -2.079, 1.761], [3.499, -1.495, 0.568], [2.411, -0.644, 0.558], [0.293, 1.568, 3.433], [-0.340, 0.789, 4.403], [-0.481, 1.256, 5.701], [0.004, 2.513, 6.046], [0.627, 3.300, 5.091], [0.769, 2.829, 3.790], [-3.045, 1.545, 1.085], [-1.702, 2.601, 1.435], [-2.473, 2.901, -0.888], [-2.331, 1.181, -1.208], [-2.600, 2.182, -3.141], [-2.792, 2.567, -5.545], [-0.798, 3.159, -6.887], [1.410, 3.354, -5.776], [1.616, 2.944, -3.361], [-1.584, 4.858, -1.256], [-0.900, 7.078, -0.453], [1.350, 7.413, 0.514], [2.918, 5.504, 0.676], [2.207, 3.259, -0.083], [-1.334, -0.224, 0.465], [-1.648, 0.030, 2.184], [1.683, -0.671, 3.878], [3.584, -2.234, 3.866], [4.752, -2.766, 1.765], [4.020, -1.707, -0.356], [2.136, -0.124, -0.353], [-0.722, -0.192, 4.151], [-0.970, 0.641, 6.445], [-0.109, 2.877, 7.059], [0.997, 4.283, 5.352], [1.245, 3.449, 3.039], [2.173, -2.954, -3.097], [0.761, -3.286, -3.223], [-0.237, -2.561, -2.729], [0.036, -1.050, -1.954], [-1.474, -3.029, -2.897], [-2.703, -2.335, -2.565], [2.743, -3.870, -3.239], [2.370, -2.579, -2.098], [2.462, -2.208, -3.839], [0.533, -4.174, -3.650], [-1.571, -3.993, -3.199], [-2.587, -1.766, -1.649], [-3.480, -3.084, -2.416], [-3.006, -1.672, -3.378], [2.576, -6.558, -2.265], [0.546, -6.104, -1.162], [-0.287, -7.718, 0.624], [-1.627, -6.360, -2.229], [1.216, -3.999, 0.164]], "mulliken_spin": [0.950, -0.001, 0.012, -0.001, 0.004, -0.046, 0.003, 0.000, 0.002, 0.000, 0.002, -0.007, -0.002, 0.001, 0.011, 0.001, 0.000, 0.000, 0.000, 0.000, 0.000, 0.000, 0.001, 0.000, 0.000, 0.000, 0.000, 0.043, -0.032, 0.082, 0.022, 0.007, 0.015, -0.025, -0.033, -0.005, -0.003, 0.000, 0.000, 0.001, 0.002, -0.001, 0.000, 0.000, 0.001, 0.000, 0.000, 0.000, 0.000, 0.000, 0.000, 0.000, 0.000, 0.000, 0.001, -0.025, 0.016, -0.001, 0.001, 0.001, -0.002, 0.008, 0.005, 0.000, 0.000, 0.000, 0.000, -0.003, -0.004, 0.004, -0.006, -0.002, -0.001, -0.001, 0.002, 0.000, 0.000, 0.017, -0.001, 0.000, 0.000, -0.009, -0.051, 0.894, 0.198, -0.043], "homo_energy_ev": [-7.38, -7.37], "homo_lumo_gap_ev": [6.728, 5.846], "spin_multiplicity": 3, "energy_ev": -361841.23056}